Entry 1:
Below is a molecular structure, C29H34FeNO2 at a distorted geometry, with properties calculated with the ωB97M-V functional and the def2-TZVPD basis.

Each line ends with the Mulliken charge.
CARTESIAN COORDINATES (ANGSTROEM)
C 3.286418 1.836605 2.339449  -0.69
O 2.813309 0.771437 3.102257  -0.37
C 1.864784 0.081233 2.403142  -0.06
O 1.488845 0.367143 1.288182  -0.52
C 1.320848 -1.146911 3.104757  0.56
C 2.315565 -2.320853 3.028773  -0.68
C 1.477777 -3.598291 2.786982  -0.59
C 0.026027 -3.131353 2.596525  -0.74
N 0.043996 -1.648080 2.512753  0.41
C -1.158226 -0.883141 2.577967  -0.15
C -1.364577 0.121626 1.712190  -0.61
C -2.575286 0.996995 1.708250  -0.20
C -3.700439 0.480849 2.622689  -0.98
C -3.147757 -0.085586 3.936553  -0.97
C -2.150146 -1.218969 3.655631  -0.50
H 4.132599 2.300241 2.851513  0.24
H 3.603503 1.461170 1.362144  0.29
H 2.483497 2.567465 2.219898  0.32
H 1.108279 -0.889835 4.150101  0.30
H 3.000231 -2.146779 2.192205  0.35
H 2.944432 -2.383579 3.926619  0.33
H 1.836748 -4.131776 1.896880  0.26
H 1.563900 -4.302512 3.623683  0.29
H -0.415143 -3.537790 1.682061  0.36
H -0.613907 -3.436759 3.429459  0.37
H -0.598817 0.299612 0.975615  0.73
H -2.287422 2.012455 2.008363  0.25
H -2.951689 1.090321 0.682244  -0.10
H -4.437773 1.269374 2.819471  0.43
H -4.254730 -0.308156 2.099719  0.34
H -2.650591 0.709002 4.507715  0.32
H -3.964056 -0.442614 4.579744  0.38
H -2.688638 -2.129556 3.367432  0.27
H -1.602983 -1.473091 4.572019  0.36
C -1.585683 6.864624 -2.308685  -0.50
C -2.417232 5.716659 -2.619366  -0.43
C -1.978173 5.176223 -3.891287  -0.42
C -0.861950 5.976890 -4.357241  -0.83
C -0.626466 7.025552 -3.384400  -0.61
Fe -0.414846 5.111580 -2.507687  0.07
C 1.499377 4.380958 -2.058092  -1.09
C 0.888530 5.075900 -0.883612  -0.61
C -0.305705 4.427608 -0.547849  -0.63
C -0.500435 3.268579 -1.489429  1.53
C -1.552055 2.365846 -1.454817  -1.28
C -1.553006 1.021867 -2.006238  0.40
C -2.752623 0.385754 -2.350355  -0.51
C -2.759141 -0.940325 -2.723196  -0.49
C -1.583184 -1.665677 -2.748312  -0.56
C -0.389619 -1.053924 -2.422676  -0.68
C -0.370475 0.274647 -2.063326  -0.36
C 0.684114 3.302842 -2.417815  -0.64
H -1.700901 7.521172 -1.444436  0.42
H -3.263001 5.353371 -2.033455  0.42
H -2.473643 4.375991 -4.446962  0.42
H -0.336202 5.845917 -5.302940  0.44
H 0.090543 7.842046 -3.486644  0.44
H 2.439736 4.661821 -2.537836  0.48
H 1.327457 5.919495 -0.342133  0.46
H -0.986187 4.677699 0.270071  0.49
H -2.398193 2.643504 -0.852485  0.58
H -3.673280 0.946146 -2.320572  0.42
H -3.688557 -1.420301 -2.980521  0.38
H -1.603658 -2.712976 -3.002309  0.35
H 0.524125 -1.625113 -2.420134  0.37
H 0.553350 0.734513 -1.757236  0.41
H 0.837005 2.629514 -3.263814  0.55

Forces on atoms 1 to 3 (eV/Å):
C 0.63 1.23 -0.70
O -1.08 -1.54 0.20
C -0.83 -0.35 -1.05

Properties
**Kohn-Sham gap (alpha / beta)**: 3.82 / 4.50 eV
**HOMO energy (alpha / beta)**: -1.19 / -1.87 eV
**Charge**: -1
**Spin multiplicity**: 5
**Energy above the lowest of the compared OMol25 structures with the same formula, charge and spin**: 0.000 eV

---

Entry 2:
Below is C29H34N2O2S in the gas phase, with properties calculated with the ωB97M-V functional and the def2-TZVPD basis.

Each line ends with the Mulliken charge.
CARTESIAN COORDINATES (ANGSTROEM)
C 4.783926 -5.109589 -2.473024  -0.85
H 5.136362 -4.091614 -2.279596  0.35
O 3.613773 -5.395780 -1.746341  -0.43
C 2.514391 -4.620472 -1.956818  0.75
C 1.399664 -4.923129 -1.173026  -0.64
C 0.235035 -4.199550 -1.298547  -0.15
C 0.171902 -3.144448 -2.199729  0.30
C 1.267789 -2.848798 -2.991935  -0.83
C 2.433340 -3.583518 -2.879865  -0.47
H 3.273169 -3.323496 -3.503741  0.39
H 1.209745 -2.032435 -3.694969  0.34
S -1.291426 -2.150098 -2.367774  -0.32
C -1.690711 -1.834429 -0.613987  -0.93
H -2.562761 -1.181992 -0.642515  0.49
H -1.973806 -2.773574 -0.140087  0.50
C -0.514863 -1.209803 0.131071  -0.68
N -0.134907 0.074323 -0.426622  0.96
C 1.114824 0.194214 -0.943425  0.74
O 1.937740 -0.700353 -0.865212  -0.62
C 1.448672 1.505777 -1.625033  -1.01
C 1.523718 2.690158 -0.640988  -1.00
N 0.256674 3.278925 -0.283596  0.51
C -0.641080 2.376269 0.390634  -1.22
C -1.098090 1.155111 -0.433827  -0.76
H -2.023143 0.776850 0.000291  0.57
H -1.316726 1.462385 -1.463313  0.38
H -1.518835 2.950420 0.697077  0.32
H -0.141260 2.018459 1.296243  0.37
C -0.342417 4.129144 -1.295821  -0.93
H 0.164153 4.011319 -2.259958  0.46
C -0.249435 5.607199 -0.866247  -1.32
C -1.069492 5.837743 0.367644  0.48
C -0.524093 5.618311 1.626333  -0.08
C -1.294985 5.773407 2.764402  -0.68
C -2.622730 6.152430 2.659387  -0.45
C -3.175206 6.373709 1.409505  -0.58
C -2.403261 6.214080 0.272226  -0.30
H -2.840146 6.387646 -0.701701  0.39
H -4.210077 6.671619 1.320363  0.38
H -3.224457 6.276828 3.547808  0.39
H -0.859180 5.599761 3.737734  0.39
H 0.509273 5.317076 1.707718  0.30
H 0.796427 5.846209 -0.671039  0.31
H -0.608333 6.234719 -1.683935  0.53
H -1.396884 3.874763 -1.439528  0.49
H 2.141370 3.478446 -1.078372  0.48
H 2.014727 2.355335 0.278562  0.48
H 0.717995 1.715518 -2.409073  0.38
H 2.424911 1.367387 -2.091888  0.39
H 0.363719 -1.848988 -0.020351  0.37
C -0.791010 -1.146461 1.644419  -0.93
C -0.862640 -2.540258 2.202374  0.25
C 0.281247 -3.330143 2.241698  -0.27
C 0.220737 -4.632976 2.700293  -0.72
C -0.984331 -5.164260 3.129512  -0.49
C -2.126563 -4.383568 3.101023  -0.61
C -2.065322 -3.080321 2.637644  -0.29
H -2.962397 -2.476901 2.613663  0.36
H -3.069522 -4.790224 3.436430  0.40
H -1.032749 -6.182551 3.485824  0.40
H 1.116377 -5.235937 2.721552  0.45
H 1.223142 -2.921263 1.905958  0.36
H 0.032333 -0.602950 2.113447  0.42
H -1.720365 -0.609361 1.844880  0.34
H -0.615981 -4.454899 -0.685116  0.33
H 1.469981 -5.734423 -0.465945  0.47
H 4.632542 -5.244653 -3.549165  0.34
H 5.529526 -5.822326 -2.123604  0.24

Forces on atoms 1 to 3 (eV/Å):
C 0.16 0.04 -0.11
H -0.01 -0.03 -0.02
O -0.25 -0.03 0.15

Properties
**Kohn-Sham gap**: 8.34 eV
**HOMO energy**: -7.72 eV
**SMILES**: COc1ccc(SC[C@H](Cc2ccccc2)N2CCN(CCc3ccccc3)CCC2=O)cc1
**Charge**: 0
**Spin multiplicity**: 1
**Energy above the lowest of the compared OMol25 structures with the same formula, charge and spin**: 0.077 eV

---

Entry 3:
Below is a molecular structure, C29H34N5PW at a distorted geometry, with properties calculated with the ωB97M-V functional and the def2-TZVPD basis.

Each line ends with the Mulliken charge.
CARTESIAN COORDINATES (ANGSTROEM)
W -0.160528 -0.470800 0.175860  2.37
C -1.129053 0.915071 2.795067  -0.86
C -1.474704 1.845443 1.651260  -0.65
N -1.852949 1.010529 0.467100  -0.67
C -2.015191 1.839101 -0.761454  -1.19
C -0.646591 2.179269 -1.281024  0.98
C -0.355328 3.307216 -2.016078  -1.12
C 0.955688 3.522898 -2.433132  -0.48
C 1.951811 2.625508 -2.053052  -1.04
C 1.606469 1.525399 -1.302029  0.87
C 2.574011 0.511224 -0.757782  -1.21
N 1.988062 -0.025430 0.502802  -0.56
C 2.070226 0.946247 1.632853  -0.70
C 1.342506 0.336603 2.812332  -0.56
N -0.047116 -0.051384 2.399026  -0.39
N 0.318395 1.286211 -0.951689  0.12
H -2.013905 0.341409 3.077819  0.41
H -0.831279 1.488453 3.673105  0.48
H -0.640692 2.492312 1.378207  0.32
H -2.299200 2.493478 1.957979  0.52
H -2.771728 0.626204 0.690821  0.34
H -2.589248 2.746459 -0.564081  0.61
H -2.568150 1.275889 -1.517197  0.34
H -1.138370 4.015066 -2.258300  0.57
H 1.202041 4.399619 -3.020091  0.50
H 2.984179 2.798861 -2.330142  0.59
H 3.556301 0.951426 -0.580382  0.66
H 2.702001 -0.312872 -1.466048  0.39
H 2.544730 -0.836703 0.776399  0.07
H 1.600623 1.882622 1.331113  0.28
H 3.109848 1.159977 1.889790  0.61
H 1.863173 -0.562471 3.146767  0.22
H 1.325095 1.031806 3.651506  0.54
H -0.249631 -0.924476 2.889514  0.29
N -1.814572 -1.438883 -1.113847  -0.17
C -2.019458 -2.874963 -0.827496  0.74
C -3.249965 -3.460838 -1.061842  -0.71
C -3.399250 -4.827654 -0.863494  -0.78
C -2.321869 -5.604089 -0.449290  -0.87
C -1.093396 -5.011791 -0.205159  -0.47
C -0.939776 -3.637085 -0.382673  -0.17
P 0.645161 -2.812967 -0.077609  1.36
C 1.852418 -3.462808 -1.241821  1.26
C 2.650301 -4.569073 -0.955601  -0.43
C 3.434056 -5.110628 -1.963251  -0.80
C 3.424860 -4.553937 -3.237881  -0.64
C 2.639501 -3.439195 -3.517135  -0.87
C 1.853549 -2.890088 -2.521962  -0.52
C 1.137061 -3.189210 1.622809  1.59
C 2.492366 -3.096460 1.976493  -1.14
C 2.888679 -3.384882 3.272108  -0.95
C 1.936487 -3.741113 4.225455  -0.69
C 0.589824 -3.814863 3.884775  -0.67
C 0.180783 -3.535844 2.588225  -1.29
H -1.458288 -1.364797 -2.072356  0.37
H -2.746045 -1.027910 -1.161921  0.35
H -4.094063 -2.879509 -1.419737  0.52
H -4.358638 -5.291277 -1.053112  0.48
H -2.436649 -6.671708 -0.316652  0.49
H -0.254318 -5.615575 0.119870  0.56
H 2.659499 -5.014428 0.031980  0.47
H 4.048506 -5.977120 -1.758303  0.49
H 4.033067 -4.992786 -4.017775  0.46
H 2.646561 -3.012387 -4.511430  0.47
H 1.228217 -2.024019 -2.732768  0.29
H 3.244897 -2.875299 1.224009  0.53
H 3.938439 -3.358885 3.534885  0.52
H 2.250675 -3.975712 5.234698  0.50
H -0.137179 -4.121121 4.626112  0.53
H -0.866138 -3.632762 2.323756  0.53

Forces on atoms 1 to 3 (eV/Å):
W -0.55 0.85 0.70
C -0.15 0.25 -0.03
C 0.04 0.04 0.37

Properties
**Kohn-Sham gap (alpha / beta)**: 5.79 / 6.07 eV
**HOMO energy (alpha / beta)**: -19.77 / -19.78 eV
**Charge**: +4
**Spin multiplicity**: 3